A structure of composition C18H24N6SSn in a non-equilibrium geometry. Source: the OMol25 dataset; level of theory: the ωB97M-V functional and the def2-TZVPD basis.

```
50
Properties=species:S:1:pos:R:3
Sn -0.138 -0.306 1.966
S -0.775 0.018 -3.319
N -0.837 -0.067 4.329
N 2.130 -0.076 -3.756
N 0.372 -0.002 -2.237
N -1.990 1.247 2.245
N 2.214 -0.116 -0.102
N -2.152 -1.572 2.308
C -2.142 -2.106 3.690
C -1.177 1.353 4.614
C 1.402 -0.026 -4.903
C 3.131 -0.130 0.850
C 2.655 -0.017 -1.381
C 4.955 0.087 -0.655
C -3.327 0.623 2.434
C 1.263 0.022 -7.295
C -3.349 -0.800 1.889
C -0.041 0.058 -4.845
C -0.800 0.145 -6.022
C 4.016 0.097 -1.675
C 4.508 -0.042 0.642
C -1.906 -1.027 4.734
C 1.676 -0.033 -2.482
C -0.155 0.133 -7.233
C 2.026 -0.057 -6.150
C -1.587 2.141 3.353
H -3.076 -2.626 3.915
H 2.770 -0.229 1.872
H 3.104 -0.136 -6.224
H -1.334 -2.839 3.748
H 4.394 0.221 -2.683
H -0.014 -0.296 4.877
H -0.723 2.717 3.015
H 3.136 -0.157 -3.894
H -2.382 2.853 3.585
H -1.626 -1.528 5.662
H 5.200 -0.085 1.473
H -3.347 -0.772 0.797
H -0.722 0.203 -8.154
H -2.832 -0.500 4.948
H -1.880 0.223 -5.979
H -4.098 1.207 1.930
H -0.310 1.855 5.042
H -2.150 -2.406 1.721
H -4.264 -1.301 2.214
H 6.010 0.179 -0.877
H -2.049 1.832 1.416
H -1.962 1.406 5.369
H 1.752 0.002 -8.262
H -3.567 0.628 3.492
```

Calculated values
spin multiplicity = 1
HOMO energy = -20.912 eV
net charge = +4